No. 1
Density functional theory data (the ωB97M-V functional and the def2-TZVPD basis) for a structure of composition C10H15N8O2PdS.

Output
Gap between HOMO and LUMO (spin up / spin down): 8.16 / 7.31 eV
⟨S²⟩: 2.007

ORCA input file:
```
! RIJCOSX wB97M-V def2-TZVPD def2/J DEFGRID3
* xyz 1 3
Pd 0.39452 -0.17377 0.33739
N 2.49967 0.16219 -0.32539
C 3.11605 1.42893 0.16016
C 2.25003 2.64785 -0.13650
C 1.03187 2.67598 0.77071
O 1.04193 3.37280 1.78724
O 0.04471 1.91454 0.43968
H 3.10556 -0.60761 -0.05901
H 2.49281 0.17402 -1.34236
H 4.09915 1.55256 -0.29658
H 3.25500 1.32973 1.23673
H 1.93659 2.65603 -1.18255
H 2.84664 3.53877 0.05214
N -3.88918 -0.63526 0.67698
C -2.84455 0.19652 0.71956
N -1.74873 -0.51300 0.55822
C -2.19043 -1.78800 0.40269
N -3.49436 -1.90118 0.44266
C -1.23260 -2.87327 0.17422
C -1.60357 -4.21088 0.12742
N -0.71104 -5.17256 -0.06443
C 0.55312 -4.80125 -0.21540
C 0.93441 -3.46609 -0.17637
N 0.04131 -2.50211 0.01720
H -4.87067 -0.42251 0.76038
H -2.89233 1.26335 0.86525
H -2.63879 -4.49916 0.26116
H 1.28579 -5.58102 -0.37968
H 1.96857 -3.17468 -0.30426
N -0.97254 -0.33941 4.24809
C -0.23149 0.47640 3.49108
N -0.51184 1.75274 3.42290
S 1.15046 -0.20544 2.67891
H -1.70191 0.00744 4.85077
H -0.65933 -1.28572 4.37339
H -1.30398 2.13535 3.91848
H -0.00797 2.38652 2.75581
*
```

No. 2
Density functional theory data (the ωB97M-V functional and the def2-TZVPD basis) for a cluster of 2 separate species, C10H15NO in total at a distorted geometry.

Output
Gap between HOMO and LUMO: 9.50 eV
SMILES: CCc1ccccc1.CC(N)=O
ΔE to the lowest compared entry with this formula, charge and spin: 1.596 eV

ORCA input file:
```
! RIJCOSX wB97M-V def2-TZVPD def2/J DEFGRID3
* xyz 0 1
C -0.78022 0.30057 -0.87112
C -0.40541 -0.68913 -2.03213
C -0.82272 -0.66940 0.32055
C 0.27237 -1.35922 0.89087
C -2.09543 -1.14839 0.65433
C 0.02018 -2.50604 1.61882
C -2.42140 -2.33424 1.30128
C -1.27833 -2.99144 1.75158
H 0.06322 0.98474 -0.67771
H -1.65069 0.94147 -0.99592
H -0.75867 -1.66952 -1.71771
H 1.24031 -0.88746 0.78139
H -2.92348 -0.49881 0.40331
H 0.81012 -3.01193 2.15329
H -3.36103 -2.85090 1.28009
H -1.44639 -3.82573 2.43363
H 0.66097 -0.82993 -2.08313
H -0.77172 -0.32098 -2.99998
C 0.92251 2.64262 0.55242
C 2.21416 2.51571 -0.19815
O 3.12084 2.03507 0.48233
N 2.38817 2.58335 -1.55206
H 0.94454 3.43356 1.28648
H 0.76145 1.78681 1.22730
H 3.31835 2.38953 -1.89057
H 1.95075 3.35642 -2.03469
H 0.02754 2.62325 -0.08452
*
```

What is the formula in the second record? C10H15NO

Repeat the first record exactly.
Density functional theory data (the ωB97M-V functional and the def2-TZVPD basis) for a structure of composition C10H15N8O2PdS.

Output
Gap between HOMO and LUMO (spin up / spin down): 8.16 / 7.31 eV
⟨S²⟩: 2.007

ORCA input file:
```
! RIJCOSX wB97M-V def2-TZVPD def2/J DEFGRID3
* xyz 1 3
Pd 0.39452 -0.17377 0.33739
N 2.49967 0.16219 -0.32539
C 3.11605 1.42893 0.16016
C 2.25003 2.64785 -0.13650
C 1.03187 2.67598 0.77071
O 1.04193 3.37280 1.78724
O 0.04471 1.91454 0.43968
H 3.10556 -0.60761 -0.05901
H 2.49281 0.17402 -1.34236
H 4.09915 1.55256 -0.29658
H 3.25500 1.32973 1.23673
H 1.93659 2.65603 -1.18255
H 2.84664 3.53877 0.05214
N -3.88918 -0.63526 0.67698
C -2.84455 0.19652 0.71956
N -1.74873 -0.51300 0.55822
C -2.19043 -1.78800 0.40269
N -3.49436 -1.90118 0.44266
C -1.23260 -2.87327 0.17422
C -1.60357 -4.21088 0.12742
N -0.71104 -5.17256 -0.06443
C 0.55312 -4.80125 -0.21540
C 0.93441 -3.46609 -0.17637
N 0.04131 -2.50211 0.01720
H -4.87067 -0.42251 0.76038
H -2.89233 1.26335 0.86525
H -2.63879 -4.49916 0.26116
H 1.28579 -5.58102 -0.37968
H 1.96857 -3.17468 -0.30426
N -0.97254 -0.33941 4.24809
C -0.23149 0.47640 3.49108
N -0.51184 1.75274 3.42290
S 1.15046 -0.20544 2.67891
H -1.70191 0.00744 4.85077
H -0.65933 -1.28572 4.37339
H -1.30398 2.13535 3.91848
H -0.00797 2.38652 2.75581
*
```